[1]
ORCA calculation (wB97M-V/def2-TZVPD) on the molecule C20H24ClN3O4.

As for the energy relative to the best compared isomer or geometry (same formula, charge and spin): 0.170 eV. The structure (SMILES) is CCOC(=O)C1(Cc2ccc(Cl)cc2)CCN(C(=O)C2=NNC(=O)CC2)CC1. The calculation puts the HOMO energy at -9.1 eV. The calculation puts the gap between HOMO and LUMO at 9.6 eV.

Cartesian coordinates (Å):
Cl (-3.762, -3.212, 1.273)
O (-4.704, 0.953, -4.142)
O (4.153, 0.164, 2.259)
O (-0.393, 3.739, -0.779)
O (4.506, 0.194, 0.048)
N (0.440, 1.660, -0.584)
N (-2.950, 0.543, -2.802)
N (-1.935, 0.895, -1.979)
C (2.257, -0.189, 0.884)
C (-0.433, 2.555, -1.085)
C (-1.173, -3.231, 0.510)
C (0.558, -1.953, 1.610)
C (-2.104, -2.741, 1.412)
C (-0.387, -1.508, 2.528)
C (1.876, -0.316, -0.599)
C (6.325, -0.921, 2.471)
C (0.494, 0.250, -0.905)
C (-3.803, 1.387, -3.462)
C (-3.538, 2.853, -3.195)
C (1.362, 2.111, 0.444)
C (-1.488, 2.089, -2.034)
C (3.764, 0.073, 0.987)
C (1.518, 1.017, 1.490)
C (-1.713, -1.890, 2.433)
C (1.983, -1.488, 1.688)
C (0.148, -2.838, 0.618)
C (5.545, 0.385, 2.502)
C (-2.051, 3.116, -2.975)
H (-3.935, 3.445, -4.019)
H (-1.480, -3.915, -0.265)
H (2.333, 2.362, 0.001)
H (2.641, -2.269, 1.301)
H (2.062, 1.396, 2.355)
H (-0.274, -0.294, -0.343)
H (0.944, 3.023, 0.878)
H (-4.102, 3.114, -2.293)
H (5.912, -1.624, 3.190)
H (5.590, 0.849, 3.489)
H (7.365, -0.729, 2.719)
H (1.905, -1.360, -0.908)
H (-3.167, -0.447, -2.796)
H (2.621, 0.216, -1.194)
H (5.931, 1.075, 1.745)
H (0.870, -3.237, -0.079)
H (-1.876, 4.112, -2.568)
H (2.253, -1.298, 2.728)
H (0.278, 0.117, -1.967)
H (6.276, -1.360, 1.478)
H (-2.439, -1.534, 3.146)
H (-0.085, -0.866, 3.343)
H (-1.509, 3.038, -3.924)
H (0.524, 0.711, 1.817)

=====

[2]
ORCA calculation (wB97M-V/def2-TZVPD) on the molecule C5H5FO2 in a non-equilibrium geometry.

As for the energy relative to the best compared isomer or geometry (same formula, charge and spin): 4.843 eV. The structure (SMILES) is O=C1C[C@@]2(F)C[C@@H]2O1. The calculation puts the HOMO energy at -9.9 eV. The calculation puts the gap between HOMO and LUMO at 10.5 eV.

Cartesian coordinates (Å):
F (0.559, 0.935, -1.364)
O (-2.816, -0.077, -0.545)
O (-0.910, -0.981, -0.881)
C (-0.849, 0.869, 0.573)
C (-1.622, -0.029, -0.270)
C (1.746, -0.251, -0.114)
C (0.432, -1.005, -0.139)
C (0.456, 0.521, -0.107)
H (2.337, -0.856, 0.795)
H (2.596, -0.206, -0.892)
H (-1.320, 1.856, 0.556)
H (-0.883, 0.539, 1.573)
H (0.274, -1.316, 0.815)

=====

[3]
ORCA calculation (wB97M-V/def2-TZVPD) on a structure of composition C24H37BrMnN3OSi in a non-equilibrium geometry.

As for the energy relative to the best compared isomer or geometry (same formula, charge and spin): 0.614 eV. As for the total charge: +2. The calculation puts the HOMO energy (spin up / spin down) at -15.4 / -15.4 eV. The calculation puts the gap between HOMO and LUMO (spin up / spin down) at 7.7 / 8.6 eV. The spin multiplicity is 5.

Cartesian coordinates (Å):
Br (0.053, -0.918, -1.344)
Mn (0.025, -2.880, -0.176)
Si (0.038, 2.137, -0.491)
O (1.314, -3.776, 3.440)
N (1.990, -3.235, 0.026)
N (0.003, -3.360, 1.606)
N (-1.940, -3.285, -0.009)
C (-1.837, 2.354, -0.520)
C (-4.179, -3.451, -0.784)
C (-2.843, -3.233, -1.008)
C (0.339, 0.786, 2.002)
C (4.631, -3.638, 0.688)
C (2.318, 1.812, -2.217)
C (1.199, -3.530, 2.271)
C (1.381, 4.111, -1.786)
C (2.919, -3.286, -0.938)
C (-1.247, -3.724, 2.261)
C (-2.062, 3.858, -0.795)
C (-2.543, 1.516, -1.603)
C (-2.484, 1.983, 0.823)
C (-4.606, -3.692, 0.519)
C (2.354, -3.422, 1.310)
C (0.897, 1.963, 1.176)
C (-2.339, -3.578, 1.249)
C (0.189, 2.481, -3.300)
C (2.411, 1.764, 1.024)
C (3.660, -3.602, 1.684)
C (4.249, -3.506, -0.639)
C (1.025, 2.625, -2.020)
C (-3.676, -3.758, 1.542)
C (0.658, 3.290, 1.930)
H (1.078, 3.193, 2.935)
H (-2.185, 1.719, -2.608)
H (1.030, 0.593, 2.828)
H (3.891, -3.727, 2.733)
H (-4.873, -3.424, -1.611)
H (3.065, 2.015, -1.457)
H (5.673, -3.777, 0.945)
H (0.803, 2.806, -4.145)
H (-0.099, 1.444, -3.485)
H (-3.980, -3.955, 2.561)
H (0.250, -0.134, 1.424)
H (-0.631, 1.016, 2.437)
H (2.657, 0.836, 0.504)
H (-2.446, 0.447, -1.412)
H (-1.205, -4.760, 2.606)
H (-3.557, 2.181, 0.749)
H (1.984, 4.263, -0.885)
H (2.588, -3.135, -1.956)
H (1.159, 4.131, 1.442)
H (-2.106, 2.568, 1.659)
H (1.974, 4.458, -2.637)
H (-2.467, -3.003, -1.995)
H (-2.362, 0.922, 1.050)
H (2.748, 2.102, -3.181)
H (-3.608, 1.764, -1.573)
H (2.850, 1.715, 2.025)
H (-5.658, -3.833, 0.731)
H (-1.603, 4.498, -0.035)
H (-1.693, 4.168, -1.773)
H (2.887, 2.596, 0.506)
H (-0.396, 3.544, 2.041)
H (-1.425, -3.109, 3.145)
H (2.135, 0.738, -2.255)
H (-3.139, 4.050, -0.777)
H (-0.704, 3.104, -3.295)
H (0.497, 4.749, -1.719)
H (4.970, -3.567, -1.442)

=====

[4]
ORCA calculation (wB97M-V/def2-TZVPD) on a cluster of 2 separate species, C4H7NO in total.

As for the energy relative to the best compared isomer or geometry (same formula, charge and spin): 3.627 eV. The structure (SMILES) is C#CCN.C=O. The calculation puts the HOMO energy at -9.6 eV. The calculation puts the gap between HOMO and LUMO at 10.4 eV.

Cartesian coordinates (Å):
O (1.820, -0.560, -1.447)
N (-1.227, 1.276, -0.198)
C (-0.908, 0.401, 0.928)
C (2.190, 0.284, -0.690)
C (-0.819, -1.008, 0.566)
C (-0.756, -2.120, 0.131)
H (0.053, 0.725, 1.347)
H (-2.157, 1.065, -0.550)
H (-0.577, 1.105, -0.961)
H (-0.696, -3.113, -0.201)
H (2.010, 1.363, -0.853)
H (-1.683, 0.536, 1.693)
H (2.749, 0.045, 0.236)

=====

[5]
ORCA calculation (wB97M-V/def2-TZVPD) on a cluster of 8 separate species, C16H42N2O6S6 in total in a non-equilibrium geometry.

As for the energy relative to the best compared isomer or geometry (same formula, charge and spin): 0.477 eV. The calculation puts the HOMO energy at -8.3 eV. The calculation puts the gap between HOMO and LUMO at 8.1 eV.

Cartesian coordinates (Å):
S (0.243, 1.192, -4.226)
S (0.702, -2.881, 0.811)
S (1.413, 4.006, 5.122)
S (-3.069, -3.889, -0.672)
S (-2.176, -3.208, 4.743)
S (2.879, 2.348, -0.906)
O (-2.268, -4.227, 0.576)
O (-3.402, -3.862, 4.149)
O (2.734, 4.322, 5.731)
O (0.051, -1.619, 0.243)
O (-0.428, 1.868, -3.053)
O (3.670, 2.483, 0.400)
N (-3.939, 1.646, -2.389)
N (-0.168, 0.883, 2.303)
C (-0.523, 1.070, 1.227)
C (-3.263, 2.528, -2.548)
C (0.453, 2.564, -5.464)
C (-2.452, 3.775, -2.682)
C (3.918, 2.898, -2.340)
C (-2.087, -4.310, -2.130)
C (0.942, 2.295, 5.675)
C (1.769, 3.593, 3.312)
C (2.718, 0.527, -1.300)
C (-1.874, -1.639, 3.667)
C (-0.863, -4.248, 3.894)
C (-0.989, 1.215, -0.111)
C (2.066, -3.341, -0.310)
C (1.745, -2.315, 2.207)
C (-1.241, 0.371, -5.025)
C (-3.036, -2.076, -0.836)
H (-1.705, -0.392, -4.399)
H (0.591, 2.350, 6.705)
H (2.274, 4.496, 2.972)
H (2.501, -1.634, 1.816)
H (-0.674, 2.187, -0.491)
H (-2.707, -0.937, 3.704)
H (-0.409, 0.503, -0.699)
H (-1.049, -4.027, -1.954)
H (-2.207, -5.383, -2.279)
H (-0.845, -5.236, 4.355)
H (-2.619, -3.831, -2.951)
H (3.750, 0.245, -1.511)
H (-0.373, 3.265, -5.345)
H (-2.157, -1.705, -0.309)
H (-1.157, -4.445, 2.863)
H (2.327, -3.196, 2.478)
H (1.783, 1.605, 5.741)
H (0.869, 3.279, 2.782)
H (-0.887, -0.088, -5.948)
H (2.495, -4.294, -0.001)
H (4.196, 3.936, -2.159)
H (-2.172, 3.969, -3.718)
H (-1.661, -1.910, 2.633)
H (-1.983, 1.130, -5.276)
H (2.157, 0.413, -2.227)
H (-3.098, -1.798, -1.888)
H (-0.911, -1.296, 4.046)
H (3.291, 2.940, -3.231)
H (2.462, 2.752, 3.286)
H (2.234, -0.044, -0.507)
H (2.817, -2.564, -0.451)
H (-1.573, 3.632, -2.053)
H (0.143, 1.805, 5.118)
H (-2.999, 4.611, -2.247)
H (0.726, 2.190, -6.451)
H (0.995, -1.966, 2.916)
H (1.589, -3.484, -1.280)
H (-3.825, -1.455, -0.412)
H (-2.054, 0.988, -0.149)
H (0.188, -3.967, 3.951)
H (4.824, 2.297, -2.417)
H (1.326, 3.090, -5.078)